1.
Here is a 11-piece molecular cluster, C33H71BrO12S10 overall from the Open Molecules 2025 dataset. Energies are from wB97M-V/def2-TZVPD.

ORCA input file:
```
! RIJCOSX wB97M-V def2-TZVPD def2/J DEFGRID3
* xyz 0 1
C 5.7077 2.8849 1.2579
C 4.3758 2.3433 0.6778
C 3.3377 3.4600 0.4925
Br 4.0342 4.8122 -0.7307
C 1.9773 2.9585 0.0749
C 1.4478 3.0674 -1.1412
C 0.0783 2.5276 -1.3905
O -0.2527 2.0398 -2.4435
C -0.8489 2.6120 -0.2192
C -2.2131 2.8177 -0.3588
C -2.9883 2.9200 0.7880
C -2.4505 2.7974 2.0565
C -1.0793 2.5884 2.2038
C -0.3057 2.4942 1.0609
C 1.1724 2.2816 1.1596
O 1.6837 1.6147 2.0265
H 5.5328 3.8137 1.7972
H 6.1472 2.1549 1.9300
H 6.3889 3.0740 0.4337
H 3.9552 1.5907 1.3400
H 4.5307 1.8932 -0.3048
H 3.2091 3.9694 1.4493
H 1.9807 3.5475 -1.9511
H -2.6501 2.9124 -1.3446
H -4.0528 3.0976 0.6891
H -3.0498 2.8535 2.9553
H -0.5911 2.4944 3.1636
C -1.1415 -0.7893 -3.7048
S -2.5930 -1.4786 -2.9308
O -2.7322 -2.8885 -3.4081
C -3.7746 -0.4749 -3.8261
H -0.2672 -1.2950 -3.2977
H -1.1800 -0.9396 -4.7853
H -1.0899 0.2716 -3.4655
H -3.6718 -0.6447 -4.8985
H -3.6079 0.5752 -3.5851
H -4.7726 -0.7618 -3.5025
C 10.1765 4.5748 3.9192
S 9.6055 2.9342 3.4562
O 8.6149 3.1142 2.3646
C 8.6710 2.6333 4.9627
H 10.7520 4.9733 3.0865
H 9.3183 5.2176 4.1155
H 10.8120 4.5021 4.8020
H 7.9171 3.4110 5.0857
H 9.3509 2.6190 5.8146
H 8.1870 1.6637 4.8655
C 0.4510 -0.7437 4.2975
S -0.8852 0.0828 5.1550
O -0.5479 1.5365 5.1994
C -0.5035 -0.5827 6.7814
H 0.4242 -0.4274 3.2572
H 1.4035 -0.4583 4.7442
H 0.2997 -1.8207 4.3671
H 0.5161 -0.3137 7.0584
H -0.6174 -1.6663 6.7583
H -1.2014 -0.1565 7.4997
C -2.1948 -3.9089 0.2985
S -1.9897 -3.8150 2.0756
O -2.4166 -2.4511 2.4853
C -0.1924 -3.8370 2.0905
H -3.2595 -3.8610 0.0813
H -1.6918 -3.0583 -0.1620
H -1.7896 -4.8470 -0.0806
H 0.1862 -3.0011 1.5012
H 0.1604 -4.7848 1.6829
H 0.1371 -3.7454 3.1244
C 1.7134 -3.6679 -7.9968
S 0.4278 -2.8887 -7.0144
O 0.7912 -1.4501 -6.8695
C 0.8571 -3.6896 -5.4688
H 1.6470 -3.2716 -9.0080
H 2.6895 -3.4352 -7.5714
H 1.5498 -4.7453 -8.0119
H 1.8926 -3.4656 -5.2125
H 0.7172 -4.7647 -5.5690
H 0.1910 -3.3087 -4.6964
C -7.6014 0.9923 -2.6514
S -6.7200 2.3280 -1.8319
O -5.3343 2.3274 -2.3728
C -6.6517 1.5424 -0.2171
H -7.7120 1.2598 -3.7002
H -7.0293 0.0685 -2.5637
H -8.5853 0.8768 -2.1972
H -6.1405 0.5827 -0.2982
H -7.6646 1.4080 0.1623
H -6.0973 2.1995 0.4497
C -3.2002 7.9725 2.7509
S -3.3151 6.1846 2.5974
O -4.6983 5.8738 2.1492
C -3.2467 5.8457 4.3616
H -3.2669 8.3966 1.7513
H -4.0228 8.3412 3.3640
H -2.2410 8.2353 3.1970
H -4.0647 6.3623 4.8641
H -2.2847 6.1734 4.7557
H -3.3478 4.7715 4.5003
C 1.9104 3.7404 -7.8136
S 1.5334 2.0516 -8.3096
O 0.5680 2.1426 -9.4379
C 0.5965 1.6332 -6.8406
H 2.4666 4.2112 -8.6218
H 0.9820 4.2844 -7.6386
H 2.5203 3.7234 -6.9102
H -0.2382 2.3275 -6.7299
H 1.2489 1.6818 -5.9681
H 0.2273 0.6170 -6.9560
C -1.9858 -6.0572 5.5891
S -1.2158 -4.6353 6.3708
O 0.2115 -4.6141 5.9482
C -1.2702 -5.2902 8.0436
H -2.0155 -5.8732 4.5165
H -1.3962 -6.9501 5.7978
H -3.0014 -6.1700 5.9678
H -0.7275 -6.2347 8.0830
H -2.3090 -5.4318 8.3412
H -0.7965 -4.5655 8.7025
C -0.2321 -8.2504 -4.4301
S 0.5928 -6.8956 -3.5844
O 2.0028 -6.8830 -4.0536
C 0.5789 -7.6596 -1.9572
H -0.2919 -7.9967 -5.4863
H 0.3457 -9.1659 -4.3025
H -1.2373 -8.3701 -4.0262
H 1.0992 -8.6165 -1.9985
H -0.4525 -7.7969 -1.6320
H 1.0940 -6.9901 -1.2714
*
```

Results of the Mulliken charge analysis, in e, for atoms 1 through 99: atom 1 (C): -1.14, atom 2 (C): -0.29, atom 3 (C): -0.64, atom 4 (Br): -0.13, atom 5 (C): 0.61, atom 6 (C): -0.79, atom 7 (C): -0.13, atom 8 (O): -0.59, atom 9 (C): 0.85, atom 10 (C): -1.34, atom 11 (C): -0.50, atom 12 (C): -1.37, atom 13 (C): -0.61, atom 14 (C): 0.76, atom 15 (C): 0.32, atom 16 (O): -0.54, atom 17 (H): 0.35, atom 18 (H): 0.34, atom 19 (H): 0.34, atom 20 (H): 0.25, atom 21 (H): 0.37, atom 22 (H): 0.48, atom 23 (H): 0.39, atom 24 (H): 0.55, atom 25 (H): 0.57, atom 26 (H): 0.93, atom 27 (H): 0.83, atom 28 (C): -0.62, atom 29 (S): 0.66, atom 30 (O): -0.70, atom 31 (C): -0.83, atom 32 (H): 0.36, atom 33 (H): 0.13, atom 34 (H): 0.24, atom 35 (H): 0.34, atom 36 (H): 0.33, atom 37 (H): 0.15, atom 38 (C): -0.94, atom 39 (S): 0.43, atom 40 (O): -0.53, atom 41 (C): -0.94, atom 42 (H): 0.31, atom 43 (H): 0.30, atom 44 (H): 0.37, atom 45 (H): 0.30, atom 46 (H): 0.39, atom 47 (H): 0.31, atom 48 (C): -0.36, atom 49 (S): 0.59, atom 50 (O): -0.67, atom 51 (C): -0.65, atom 52 (H): 0.07, atom 53 (H): 0.43, atom 54 (H): -0.03, atom 55 (H): 0.30, atom 56 (H): 0.03, atom 57 (H): 0.35, atom 58 (C): -0.84, atom 59 (S): 0.47, atom 60 (O): -0.60, atom 61 (C): -0.83, atom 62 (H): 0.38, atom 63 (H): 0.14, atom 64 (H): 0.34, atom 65 (H): 0.33, atom 66 (H): 0.39, atom 67 (H): 0.15, atom 68 (C): -1.02, atom 69 (S): 0.43, atom 70 (O): -0.57, atom 71 (C): -0.71, atom 72 (H): 0.34, atom 73 (H): 0.31, atom 74 (H): 0.38, atom 75 (H): 0.38, atom 76 (H): 0.16, atom 77 (H): 0.21, atom 78 (C): -0.88, atom 79 (S): 0.41, atom 80 (O): -0.50, atom 81 (C): -0.78, atom 82 (H): 0.34, atom 83 (H): 0.19, atom 84 (H): 0.39, atom 85 (H): 0.25, atom 86 (H): 0.42, atom 87 (H): 0.22, atom 88 (C): -1.04, atom 89 (S): 0.67, atom 90 (O): -0.65, atom 91 (C): -0.94, atom 92 (H): 0.33, atom 93 (H): 0.31, atom 94 (H): 0.36, atom 95 (H): 0.39, atom 96 (H): 0.35, atom 97 (H): 0.23, atom 98 (C): -0.94, atom 99 (S): 0.51

***

2.
Here is a 8-piece molecular cluster, C43H65Br2FNO29PS overall from the Open Molecules 2025 dataset. Energies are from wB97M-V/def2-TZVPD.

ORCA input file:
```
! RIJCOSX wB97M-V def2-TZVPD def2/J DEFGRID3
* xyz 0 1
C 1.4856 0.2113 3.7117
C 0.2468 0.4610 3.0303
C -0.2623 1.9527 2.6159
C -0.1889 2.2914 1.0654
C 0.4388 3.8089 0.9752
Br -0.5787 5.1137 2.1250
C 2.0150 3.9080 1.1216
C 2.6056 3.9567 2.6143
C -1.5805 2.4418 0.2721
C -2.4216 1.0516 -0.0212
C -3.6261 1.6673 -0.9507
C -4.9025 0.7465 -1.1641
C -4.8922 -0.1283 -2.5470
C -6.4376 -0.3544 -2.9485
N -7.1874 -0.9071 -1.7685
C -8.4464 -0.1626 -1.5572
C -8.7935 0.3810 -0.0861
O -9.2434 0.0989 -2.5097
C -3.0836 0.6769 1.3817
P -4.1361 1.9360 2.2821
O -3.5167 3.2160 2.8073
O -4.6723 1.0826 3.6979
O -5.6317 2.3113 1.4997
C -1.5068 -0.0263 -0.7546
C -1.2068 0.3995 -2.3222
C -0.0775 -0.4487 -3.0335
O -0.4134 -1.0998 -4.0639
F 1.2871 -0.5623 -2.6797
C -2.0144 -1.5366 -0.9727
Br -0.4909 -2.8347 -0.5561
C -3.2138 -2.1678 -0.1658
C -3.2866 -3.7837 -0.4246
O -0.1515 -0.2023 -0.2061
S 0.7728 1.1194 0.0001
O 1.2023 1.9303 -1.2008
O 2.1007 0.6661 0.6022
H 2.3297 -0.4020 3.2228
H 1.6191 0.6784 4.7458
H -0.4010 -0.4618 2.7668
H -1.3364 1.9803 3.0507
H 0.3347 2.6514 3.3111
H 0.1974 4.1682 -0.0992
H 2.6277 3.1416 0.5416
H 2.3088 4.9305 0.6528
H 2.8093 2.8564 2.9185
H 3.6382 4.4697 2.6646
H 1.9018 4.3761 3.4076
H -2.2518 3.2926 0.6215
H -1.2688 2.7792 -0.7973
H -3.2717 2.0243 -1.9784
H -3.9899 2.6488 -0.4501
H -5.2236 0.0854 -0.2964
H -5.7965 1.4724 -1.3254
H -4.3502 -1.1264 -2.4408
H -4.3220 0.4566 -3.3703
H -6.4690 -1.1580 -3.7707
H -6.8790 0.6409 -3.3279
H -7.3596 -1.9174 -1.8525
H -9.9178 0.1886 0.0859
H -8.2184 -0.1775 0.7357
H -8.6193 1.5085 -0.0320
H -3.8637 -0.1866 1.3349
H -2.3332 0.2586 2.1610
H -4.2723 1.5592 4.4728
H -5.5250 3.2011 1.0711
H -0.9794 1.5013 -2.4616
H -2.1997 0.1990 -2.8741
H -2.2378 -1.8095 -2.0792
H -4.2674 -1.7905 -0.3822
H -3.0005 -2.0743 0.9700
H -2.9623 -4.0722 -1.4858
H -4.4106 -4.0672 -0.3633
H -2.7753 -4.3851 0.3996
O 5.9362 2.5152 4.7374
C 5.9964 1.8441 3.7447
O 5.1269 1.9372 2.6993
C 5.6594 1.1542 1.6410
C 6.5368 0.1761 2.3539
O 6.9406 0.8906 3.5177
H 4.8611 0.6651 1.0799
H 6.2201 1.8074 0.9651
H 5.9976 -0.7215 2.6607
H 7.4034 -0.1165 1.7581
O 5.1219 -1.9550 1.6111
C 4.7281 -2.6846 2.4816
O 4.2766 -3.9490 2.2761
C 4.1253 -4.5513 3.5548
C 3.9535 -3.3729 4.4641
O 4.6776 -2.3477 3.7983
H 3.2629 -5.2191 3.5699
H 5.0257 -5.1292 3.7818
H 2.9081 -3.0642 4.5573
H 4.3601 -3.5518 5.4605
O 2.5634 -3.4546 -9.3984
C 2.5103 -3.0496 -8.2714
O 3.4175 -2.2004 -7.7161
C 2.8884 -1.7841 -6.4648
C 1.9435 -2.8908 -6.1111
O 1.5345 -3.3805 -7.3815
H 3.6836 -1.6640 -5.7276
H 2.3790 -0.8249 -6.5983
H 2.4337 -3.6995 -5.5608
H 1.0861 -2.5388 -5.5350
O 0.2823 8.0815 1.1408
C -0.7147 8.5169 0.6424
O -1.1374 9.8057 0.7661
C -2.2151 9.9812 -0.1422
C -2.7301 8.5863 -0.3297
O -1.5749 7.7869 -0.1216
H -2.9685 10.6518 0.2741
H -1.8287 10.4132 -1.0700
H -3.4862 8.3157 0.4136
H -3.1404 8.4239 -1.3278
O 5.6330 -6.7201 0.7354
C 5.5481 -5.9310 -0.1644
O 4.3738 -5.4974 -0.6969
C 4.6817 -4.4162 -1.5657
C 6.1129 -4.6693 -1.9250
O 6.6144 -5.3543 -0.7837
H 4.0263 -4.4193 -2.4380
H 4.5457 -3.4763 -1.0222
H 6.2153 -5.3158 -2.7997
H 6.6672 -3.7472 -2.0991
O 5.5076 -3.7150 -5.2223
C 6.6867 -3.4962 -5.2107
O 7.5582 -4.0446 -4.3208
C 8.8687 -3.7263 -4.7695
C 8.6508 -2.4996 -5.6025
O 7.3238 -2.6688 -6.0815
H 9.5353 -3.5443 -3.9250
H 9.2561 -4.5664 -5.3530
H 8.6992 -1.5792 -5.0132
H 9.3569 -2.4273 -6.4310
O -6.0223 -3.6426 7.4030
C -6.1623 -2.5630 6.9044
O -5.8864 -2.2751 5.6023
C -6.3927 -0.9719 5.3469
C -6.4263 -0.3481 6.7085
O -6.6179 -1.4632 7.5673
H -5.7435 -0.4313 4.6564
H -7.3888 -1.0607 4.9027
H -5.4825 0.1411 6.9686
H -7.2397 0.3711 6.8178
*
```

Results of the Mulliken charge analysis, in e, for atoms 1 through 99: atom 1 (C): -0.75, atom 2 (C): -0.33, atom 3 (C): -0.36, atom 4 (C): 1.64, atom 5 (C): -1.11, atom 6 (Br): -0.04, atom 7 (C): -0.26, atom 8 (C): -0.64, atom 9 (C): -3.39, atom 10 (C): 1.64, atom 11 (C): -1.43, atom 12 (C): -0.19, atom 13 (C): -0.19, atom 14 (C): -1.04, atom 15 (N): -0.11, atom 16 (C): 0.42, atom 17 (C): -0.79, atom 18 (O): -0.56, atom 19 (C): -0.25, atom 20 (P): 0.24, atom 21 (O): -0.69, atom 22 (O): -0.46, atom 23 (O): -0.47, atom 24 (C): 0.60, atom 25 (C): 0.00, atom 26 (C): -0.33, atom 27 (O): -0.61, atom 28 (F): -0.14, atom 29 (C): -1.30, atom 30 (Br): -0.11, atom 31 (C): 0.50, atom 32 (C): -1.18, atom 33 (O): -0.08, atom 34 (S): 1.14, atom 35 (O): -0.69, atom 36 (O): -0.37, atom 37 (H): 0.10, atom 38 (H): 0.24, atom 39 (H): 0.18, atom 40 (H): 0.21, atom 41 (H): 0.48, atom 42 (H): 0.58, atom 43 (H): 0.16, atom 44 (H): 0.42, atom 45 (H): 0.00, atom 46 (H): 0.33, atom 47 (H): 0.24, atom 48 (H): 0.74, atom 49 (H): 0.17, atom 50 (H): 0.65, atom 51 (H): 0.66, atom 52 (H): -0.03, atom 53 (H): 0.38, atom 54 (H): 0.09, atom 55 (H): 0.37, atom 56 (H): 0.37, atom 57 (H): 0.35, atom 58 (H): 0.30, atom 59 (H): 0.36, atom 60 (H): 0.23, atom 61 (H): 0.17, atom 62 (H): 0.51, atom 63 (H): 0.07, atom 64 (H): 0.30, atom 65 (H): 0.36, atom 66 (H): 0.72, atom 67 (H): 0.35, atom 68 (H): 0.65, atom 69 (H): -0.50, atom 70 (H): 0.34, atom 71 (H): 0.29, atom 72 (H): 0.41, atom 73 (H): 0.30, atom 74 (O): -0.56, atom 75 (C): 0.55, atom 76 (O): -0.16, atom 77 (C): -0.23, atom 78 (C): 0.34, atom 79 (O): -0.39, atom 80 (H): 0.14, atom 81 (H): 0.25, atom 82 (H): -0.22, atom 83 (H): 0.34, atom 84 (O): -0.53, atom 85 (C): 0.65, atom 86 (O): -0.21, atom 87 (C): -0.42, atom 88 (C): -0.38, atom 89 (O): -0.33, atom 90 (H): 0.32, atom 91 (H): 0.27, atom 92 (H): 0.24, atom 93 (H): 0.32, atom 94 (O): -0.55, atom 95 (C): 0.62, atom 96 (O): -0.35, atom 97 (C): -0.26, atom 98 (C): 0.25, atom 99 (O): -0.37

***

Number 1: HOMO-LUMO gap 7.6564 eV, DFT total energy -8758.45141 Ha, E_LUMO -0.49 eV. Number 2: HOMO-LUMO gap 7.7396 eV, DFT total energy -9901.42871 Ha, E_LUMO -0.46 eV.